117
Properties=species:S:1:pos:R:3:mulliken_charge:R:1 method="wB97M-V/def2-TZVPD" e_lumo_ev="-3.959 / -3.273" total_charge=+1 e_tot_ev=-162418.28204 spin_multiplicity=2 homo_energy_ev="-10.8 / -10.8" homo_lumo_gap_ev="6.85 / 7.52"
V -0.384 -0.120 -0.014 0.28
Br -2.404 4.995 -2.284 -0.08
C -3.028 3.347 -2.970 -0.01
C -3.988 3.344 -3.979 -0.57
C -4.403 2.119 -4.463 -0.52
C -3.854 0.956 -3.934 -0.94
C -2.916 1.089 -2.927 0.64
N -2.508 2.262 -2.448 -0.01
C -2.301 -0.160 -2.372 0.21
O -2.527 -1.255 -2.782 -0.61
O -1.380 0.003 -1.361 -0.16
H -4.388 4.272 -4.358 0.47
H -5.143 2.069 -5.250 0.45
H -4.139 -0.025 -4.285 0.53
C -1.132 -0.809 5.706 -1.40
C 0.142 0.031 5.782 -0.15
C 0.982 -0.374 6.996 -1.56
C 0.977 -0.054 4.523 0.59
C 1.516 1.090 3.953 -0.25
C 2.360 1.040 2.853 0.12
C 3.075 2.322 2.449 0.84
C 2.176 3.563 2.437 -1.70
C 4.252 2.583 3.398 -1.60
C 2.638 -0.207 2.246 1.41
C 2.151 -1.385 2.842 -0.23
C 1.316 -1.271 3.957 -0.44
C 2.428 -2.833 2.428 0.35
C 1.152 -3.391 1.805 -0.97
C 3.647 -3.173 1.574 -2.20
C 3.733 -0.245 1.218 -0.15
C 5.018 -0.339 1.762 -0.53
C 6.158 -0.342 0.984 -1.47
C 6.034 -0.240 -0.393 -1.24
C 4.773 -0.152 -0.950 -1.05
C 3.604 -0.155 -0.176 0.94
P 2.026 0.012 -1.108 1.90
C 1.931 -1.408 -2.373 2.96
C 1.113 -0.984 -3.597 -1.96
C 1.184 -2.558 -1.690 -2.04
C 3.264 -1.980 -2.860 -1.95
C 2.250 1.669 -1.998 2.14
C 0.926 2.127 -2.600 -1.76
C 2.642 2.682 -0.916 -2.11
C 3.323 1.704 -3.095 -1.86
H -1.759 -0.624 6.579 0.53
H -0.899 -1.877 5.696 0.35
H -1.716 -0.577 4.813 0.19
H -0.147 1.079 5.908 0.38
H 1.278 -1.423 6.922 0.30
H 0.412 -0.250 7.918 0.46
H 1.889 0.227 7.069 0.37
H 1.314 2.049 4.418 0.32
H 3.482 2.183 1.449 -0.68
H 1.981 3.920 3.450 0.51
H 1.213 3.391 1.957 0.23
H 2.677 4.374 1.906 0.46
H 3.894 2.670 4.426 0.35
H 4.748 3.519 3.134 0.47
H 4.994 1.788 3.364 0.29
H 0.956 -2.186 4.416 0.59
H 2.570 -3.366 3.373 0.69
H 0.807 -2.743 0.996 -0.22
H 0.351 -3.433 2.534 0.15
H 1.295 -4.394 1.397 0.59
H 3.603 -2.744 0.573 0.39
H 3.687 -4.258 1.466 0.53
H 4.580 -2.851 2.032 0.47
H 5.103 -0.427 2.838 0.95
H 7.133 -0.426 1.446 0.42
H 6.907 -0.232 -1.032 0.47
H 4.701 -0.086 -2.023 0.61
H 0.126 -0.620 -3.331 0.08
H 0.971 -1.866 -4.224 0.60
H 1.614 -0.231 -4.202 0.38
H 0.194 -2.277 -1.311 -0.03
H 1.766 -2.992 -0.880 0.24
H 1.004 -3.347 -2.424 0.75
H 3.808 -1.293 -3.509 0.29
H 3.042 -2.871 -3.453 0.54
H 3.916 -2.284 -2.043 0.42
H 0.097 2.033 -1.916 0.07
H 0.675 1.602 -3.521 0.27
H 1.014 3.189 -2.845 0.66
H 1.931 2.709 -0.090 -0.07
H 2.662 3.677 -1.367 0.76
H 3.635 2.476 -0.517 0.42
H 3.290 0.853 -3.773 0.30
H 4.327 1.787 -2.683 0.42
H 3.152 2.601 -3.695 0.50
C -0.596 1.687 0.894 -0.24
C -1.819 1.988 1.690 -1.14
C -3.014 2.369 1.082 0.39
C -4.146 2.626 1.839 -1.03
C -4.106 2.512 3.222 -0.67
C -2.921 2.145 3.841 -0.99
C -1.790 1.885 3.081 0.32
H 0.280 1.524 1.546 -0.55
H -0.374 2.451 0.148 1.39
H -3.052 2.460 0.010 0.40
H -5.065 2.921 1.347 0.44
H -4.990 2.714 3.812 0.39
H -2.875 2.061 4.919 0.43
H -0.864 1.604 3.570 0.75
C -1.681 -1.063 1.311 -0.49
C -1.945 -2.526 1.263 0.58
C -2.170 -3.187 0.055 -0.05
C -2.434 -4.548 0.028 -0.96
C -2.491 -5.272 1.211 -0.63
C -2.289 -4.622 2.422 -0.40
C -2.014 -3.264 2.445 -0.43
H -1.459 -0.703 2.319 -0.41
H -2.536 -0.484 0.936 0.75
H -2.149 -2.631 -0.881 0.23
H -2.603 -5.042 -0.920 0.47
H -2.701 -6.333 1.191 0.40
H -2.347 -5.174 3.351 0.44
H -1.863 -2.761 3.393 0.47


131
Properties=species:S:1:pos:R:3:mulliken_charge:R:1 method="wB97M-V/def2-TZVPD" e_lumo_ev="-1.016 / -1.009" e_tot_ev=-340652.43181 spin_multiplicity=2 homo_energy_ev="-5.5 / -5.5" homo_lumo_gap_ev="4.51 / 4.52" relative_energy_kj_mol=148.8
Ti 0.561 1.173 1.468 -0.47
Se 5.422 6.776 -0.325 0.23
N 4.060 6.623 0.823 -0.90
C 3.426 5.517 0.519 0.88
C 2.230 5.044 1.220 0.74
C 1.598 5.800 2.207 -0.76
C 0.435 5.310 2.782 -1.33
C -0.006 4.041 2.414 -0.40
N 0.622 3.291 1.505 1.42
C 1.681 3.811 0.864 -1.05
C 2.209 3.042 -0.291 0.21
N 1.545 1.911 -0.616 1.23
C 1.907 1.280 -1.724 -1.31
C 2.981 1.702 -2.523 -1.92
C 3.697 2.819 -2.152 -1.00
C 3.288 3.529 -1.013 0.83
C 3.948 4.762 -0.591 0.76
N 5.001 5.268 -1.182 -0.89
H 2.017 6.757 2.487 0.56
H -0.113 5.871 3.524 0.49
H -0.888 3.598 2.860 0.53
H 1.309 0.418 -1.998 0.66
H 3.223 1.133 -3.408 0.76
H 4.546 3.176 -2.716 0.58
C -4.549 1.611 2.217 -0.80
N -3.839 2.399 1.231 0.21
C -4.646 3.296 0.421 -0.49
C -3.588 4.061 -0.345 -0.78
N -2.505 3.102 -0.374 1.58
C -1.318 3.478 -1.084 -0.08
C -2.598 2.207 0.671 -1.44
N -1.711 1.294 0.961 1.49
C -2.267 0.097 1.611 -0.81
C -1.392 -1.125 1.375 -0.93
N -0.140 -1.089 2.127 1.59
C -0.064 -1.914 3.115 -1.27
N 1.035 -2.215 3.856 0.43
C 2.374 -1.729 3.675 -0.60
C 0.787 -3.252 4.834 -0.58
C -0.538 -3.826 4.344 -0.83
N -1.129 -2.749 3.547 0.28
C -2.220 -2.061 4.227 -0.54
H -5.342 2.244 2.617 0.39
H -3.907 1.330 3.048 0.28
H -5.010 0.718 1.787 0.22
H -5.264 3.930 1.058 0.56
H -5.297 2.726 -0.252 -0.02
H -3.284 4.989 0.161 0.39
H -3.901 4.307 -1.361 0.33
H -1.588 3.693 -2.117 -0.77
H -0.637 2.638 -1.093 -0.30
H -0.856 4.373 -0.653 0.34
H -3.242 -0.143 1.177 -0.15
H -2.383 0.254 2.689 0.50
H -1.143 -1.142 0.307 -1.58
H -1.978 -2.022 1.600 0.89
H 2.350 -0.794 3.131 -0.10
H 2.993 -2.457 3.140 0.27
H 2.818 -1.546 4.656 0.46
H 0.736 -2.836 5.849 0.31
H 1.587 -3.994 4.812 0.43
H -1.210 -4.117 5.148 0.46
H -0.367 -4.699 3.711 0.28
H -1.967 -1.814 5.265 0.50
H -3.108 -2.693 4.222 0.34
H -2.458 -1.135 3.711 0.10
N 0.187 1.302 3.421 -0.27
N 2.570 1.091 1.906 0.37
C 3.731 0.729 1.322 0.44
O 4.827 1.181 1.581 -0.74
O 3.716 -0.203 0.310 -0.38
H 0.828 1.840 4.001 0.21
H -0.743 1.470 3.795 0.07
H 2.851 1.767 2.617 0.00
C 4.988 -6.803 1.151 -1.60
C 4.362 -5.474 0.840 0.52
C 5.135 -4.401 0.417 -0.92
C 4.587 -3.165 0.088 0.72
C 5.508 -2.110 -0.454 -1.69
C 3.205 -3.000 0.246 0.66
Se 2.354 -1.327 -0.141 0.75
C 2.390 -4.080 0.610 0.84
C 0.890 -4.015 0.609 -0.56
C 2.991 -5.297 0.907 -0.99
H 6.057 -6.704 1.328 0.37
H 4.852 -7.499 0.321 0.30
H 4.536 -7.256 2.033 0.38
H 6.205 -4.529 0.314 0.40
H 6.413 -2.585 -0.828 0.48
H 5.780 -1.373 0.299 0.25
H 5.038 -1.561 -1.270 0.27
H 0.517 -2.996 0.658 -1.23
H 0.480 -4.563 1.455 0.13
H 0.492 -4.471 -0.297 0.39
H 2.356 -6.132 1.186 0.47
C -2.741 3.265 -4.153 -1.67
Ge -1.909 1.465 -4.228 1.42
C -0.235 1.793 -5.241 -1.44
C -3.176 0.499 -5.412 -1.53
Ge -1.360 0.192 -2.208 1.05
C -3.220 -0.399 -1.717 -0.55
C -3.484 -1.657 -1.167 0.08
C -4.732 -1.999 -0.669 -0.56
C -5.776 -1.085 -0.706 -0.87
C -5.547 0.168 -1.256 -0.90
C -4.292 0.497 -1.744 0.59
C -0.706 -1.462 -3.207 0.54
C -0.616 -1.689 -4.582 -0.50
C -0.112 -2.868 -5.108 -1.09
C 0.332 -3.880 -4.272 -0.90
C 0.271 -3.689 -2.902 -1.09
C -0.233 -2.499 -2.395 0.81
H -3.063 3.510 -5.165 0.52
H -2.057 4.047 -3.827 0.49
H -3.623 3.281 -3.513 0.32
H -0.415 1.844 -6.315 0.47
H 0.494 1.005 -5.055 0.36
H 0.203 2.742 -4.928 0.35
H -2.818 0.465 -6.441 0.45
H -4.137 1.014 -5.411 0.44
H -3.335 -0.520 -5.064 0.39
H -2.696 -2.401 -1.133 0.14
H -4.894 -2.986 -0.254 0.47
H -6.754 -1.352 -0.330 0.35
H -6.357 0.886 -1.317 0.52
H -4.140 1.488 -2.162 0.15
H -0.945 -0.931 -5.282 0.09
H -0.067 -2.999 -6.182 0.42
H 0.722 -4.802 -4.682 0.37
H 0.630 -4.460 -2.233 0.33
H -0.250 -2.367 -1.316 0.01